Entry 1:
Computed, not measured: C27H25B2F8N6OV as an isolated structure, with wB97M-V/def2-TZVPD.

```
70
Properties=species:S:1:pos:R:3:mulliken_charge:R:1
V 0.219 -0.115 -0.316 0.197
C 2.995 -0.518 4.457 -0.640
C 2.511 0.477 3.620 -0.934
C 1.868 0.146 2.439 0.405
C 1.712 -1.185 2.076 0.009
C 2.188 -2.184 2.915 -0.578
C 2.824 -1.850 4.099 -0.599
N 1.098 -1.473 0.815 1.712
N 1.410 -2.623 0.352 -0.978
C 0.902 -2.814 -0.939 -0.052
C 1.099 -4.055 -1.551 -0.489
C 0.554 -4.280 -2.798 -0.519
C -0.181 -3.270 -3.423 -0.824
C -0.337 -2.034 -2.812 -0.220
C 0.212 -1.757 -1.557 0.993
H 3.504 -0.258 5.376 0.410
H 2.650 1.519 3.881 0.373
H 1.507 0.933 1.787 0.192
H 2.050 -3.216 2.626 0.468
H 3.201 -2.634 4.743 0.350
H 1.679 -4.817 -1.044 0.441
H 0.694 -5.236 -3.289 0.353
H -0.625 -3.455 -4.395 0.389
H -0.897 -1.264 -3.339 0.350
C 0.397 3.683 -2.390 -1.250
C -0.864 3.724 -2.963 -0.554
C -1.747 2.688 -2.721 -1.078
C -1.340 1.632 -1.923 0.765
N -0.092 1.561 -1.434 0.927
C 0.746 2.578 -1.640 -0.200
C -2.238 0.527 -1.495 0.242
C -3.514 0.328 -1.995 -0.723
C -4.260 -0.743 -1.539 -0.819
C -3.724 -1.571 -0.570 -0.954
C -2.452 -1.312 -0.106 -0.654
N -1.715 -0.300 -0.571 1.240
H 1.109 4.483 -2.529 0.438
H -1.157 4.554 -3.593 0.411
H -2.746 2.708 -3.133 0.384
H 1.735 2.483 -1.213 0.396
H -3.916 1.004 -2.736 0.409
H -5.252 -0.923 -1.933 0.414
H -4.281 -2.403 -0.164 0.457
H -1.998 -1.915 0.667 0.455
F -2.404 0.842 3.944 -0.388
B -2.494 0.122 2.736 -0.050
F -1.181 -0.095 2.229 0.190
F -3.093 -1.129 2.961 -0.382
F -3.241 0.853 1.803 -0.401
N -0.674 2.617 1.111 -0.365
C -0.353 3.051 2.130 0.219
N 0.020 3.575 3.291 -0.008
C -0.190 2.856 4.549 0.199
C -0.340 3.893 5.638 -0.848
O 0.793 4.755 5.695 -0.399
C 0.973 5.446 4.471 -0.691
C 1.164 4.483 3.315 -0.419
H 0.674 2.217 4.760 -0.053
H -1.076 2.226 4.463 0.266
H -0.418 3.416 6.613 0.364
H -1.243 4.489 5.454 0.417
H 1.861 6.067 4.590 0.357
H 0.106 6.089 4.272 0.360
H 2.093 3.919 3.462 0.159
H 1.221 5.017 2.368 0.497
F 3.934 -0.780 -2.066 -0.362
B 3.128 0.333 -1.970 0.133
F 3.863 1.525 -1.926 -0.380
F 2.178 0.390 -2.980 -0.380
F 2.425 0.267 -0.672 -0.149
```

The largest force on an atom is 2.37 eV Å⁻¹. The calculation puts the gap between HOMO and LUMO (alpha / beta) at 6.45 / 7.65 eV. The net charge is -1. Its spin multiplicity is 4.


Entry 2:
Computed, not measured: C44H48IrN2OSeTe as an isolated structure, with wB97M-V/def2-TZVPD.

```
98
Properties=species:S:1:pos:R:3:mulliken_charge:R:1
Ir -0.228 -1.033 0.470 0.428
C -0.533 6.488 5.235 -1.431
C -0.399 5.164 4.537 0.805
C 0.548 4.960 3.543 -1.165
C 0.755 3.713 2.979 0.717
C 1.790 3.530 1.911 -1.462
C 0.002 2.611 3.430 0.268
Se 0.523 0.817 2.913 -0.182
C -1.021 2.828 4.365 1.023
C -1.919 1.722 4.833 -1.335
C -1.201 4.092 4.901 -0.865
H 0.162 7.218 4.829 0.342
H -0.319 6.383 6.300 0.293
H -1.543 6.886 5.145 0.314
H 1.154 5.798 3.220 0.203
H 2.242 4.478 1.620 0.371
H 1.337 3.063 1.035 0.125
H 2.567 2.851 2.260 0.363
H -1.744 0.826 4.247 -0.319
H -2.966 2.013 4.736 0.367
H -1.720 1.487 5.879 0.483
H -1.969 4.239 5.651 0.339
C -1.218 4.312 -6.535 -1.558
C -0.806 3.358 -5.448 1.116
C -1.287 3.482 -4.151 -1.131
C -0.882 2.621 -3.145 1.031
C -1.371 2.809 -1.740 -1.087
C 0.017 1.582 -3.430 -0.799
Te 0.704 0.200 -1.730 0.009
N 1.686 -1.215 -0.443 -0.357
C 2.727 -2.035 -0.316 -0.018
O 2.638 -3.028 0.441 -0.781
C 3.987 -1.784 -1.039 0.274
C 5.064 -2.655 -0.778 -0.616
C 6.274 -2.507 -1.406 -0.498
C 6.459 -1.499 -2.357 -0.340
C 5.402 -0.633 -2.634 -0.818
C 4.197 -0.760 -1.984 0.440
C -0.389 -1.306 -2.778 0.847
C -1.762 -1.057 -2.871 -0.417
C -2.625 -1.985 -3.404 -0.781
C -2.133 -3.202 -3.859 -0.643
C -0.770 -3.456 -3.775 -0.600
C 0.111 -2.529 -3.243 0.941
C 1.562 -2.884 -3.155 -1.537
C 0.508 1.458 -4.726 1.476
C 1.487 0.369 -5.050 -1.107
C 0.100 2.333 -5.723 -0.934
H -1.960 5.018 -6.168 0.347
H -1.639 3.770 -7.382 0.328
H -0.359 4.882 -6.894 0.310
H -1.983 4.285 -3.925 0.226
H -2.163 3.555 -1.694 0.424
H -0.548 3.143 -1.104 0.273
H -1.743 1.871 -1.325 -0.061
H 4.901 -3.440 -0.054 0.441
H 7.094 -3.175 -1.166 0.363
H 7.408 -1.391 -2.868 0.360
H 5.543 0.154 -3.371 0.378
H 3.400 -0.052 -2.207 0.218
H -2.151 -0.112 -2.517 0.243
H -3.684 -1.769 -3.460 0.400
H -2.798 -3.948 -4.270 0.342
H -0.377 -4.405 -4.125 0.385
H 1.838 -3.599 -3.932 0.532
H 1.772 -3.345 -2.188 0.321
H 2.202 -2.006 -3.246 -0.002
H 1.985 0.041 -4.134 -0.401
H 2.244 0.710 -5.759 0.526
H 0.970 -0.494 -5.478 0.304
H 0.499 2.231 -6.727 0.353
C -0.237 -2.391 1.908 -2.589
C -0.081 -3.308 2.693 2.484
C 0.175 -4.335 3.618 0.137
C -0.860 -4.931 4.353 -0.592
C -0.582 -5.937 5.252 -0.377
C 0.724 -6.373 5.443 -0.395
C 1.758 -5.776 4.723 -0.416
C 1.494 -4.773 3.819 -0.472
H -1.872 -4.587 4.193 0.385
H -1.386 -6.399 5.813 0.342
H 0.935 -7.180 6.134 0.342
H 2.775 -6.115 4.876 0.352
H 2.277 -4.307 3.238 0.514
C -4.424 -0.991 0.303 -1.785
C -3.252 -0.485 1.178 1.878
C -3.322 -1.201 2.546 -1.646
C -3.397 1.039 1.395 -1.374
N -2.033 -0.736 0.530 -0.210
H -5.373 -0.663 0.727 0.419
H -4.404 -2.077 0.252 0.369
H -4.327 -0.609 -0.711 0.322
H -4.229 -0.918 3.082 0.463
H -2.445 -0.942 3.133 0.135
H -3.300 -2.278 2.395 0.387
H -4.325 1.278 1.910 0.442
H -3.379 1.560 0.441 0.336
H -2.556 1.387 1.989 0.143
```

The largest force on an atom is 3.05 eV Å⁻¹. The calculation puts the gap between HOMO and LUMO (alpha / beta) at 5.18 / 5.09 eV. The net charge is -2. Its spin multiplicity is 2.


Entry 3:
Computed, not measured: a 12-piece molecular cluster, H22NO14 overall, with wB97M-V/def2-TZVPD.

```
37
Properties=species:S:1:pos:R:3:mulliken_charge:R:1
N 0.158 -0.052 -0.275 0.945
O 0.113 0.532 0.846 -0.552
O 0.483 0.557 -1.342 -0.756
O -0.295 -1.187 -0.386 -0.734
O 0.976 -2.738 1.708 -0.672
H 1.558 -2.150 1.917 0.365
H 0.391 -2.053 1.363 0.334
O 2.577 -0.772 2.585 -0.643
H 1.936 -0.391 2.965 0.341
H 2.586 -0.258 1.892 0.267
O 0.280 0.335 4.071 -0.620
H 0.786 0.930 4.517 0.297
H -0.455 0.763 3.666 0.286
O 2.361 0.045 -4.598 -0.638
H 2.279 0.413 -3.653 0.338
H 2.216 -0.854 -4.618 0.297
O 0.702 3.694 0.444 -0.838
H 0.097 3.328 1.107 0.365
H 0.125 3.460 -0.526 0.363
O -1.338 2.569 2.129 -0.744
H -0.913 1.730 1.812 0.458
H -2.258 2.771 1.645 0.323
O -2.818 -1.647 -0.943 -0.694
H -2.278 -1.508 -0.190 0.372
H -3.459 -0.948 -0.852 0.297
O -2.395 -0.920 1.690 -0.753
H -2.481 -1.940 1.943 0.358
H -1.523 -0.852 1.301 0.430
O -1.131 -1.752 -3.193 -0.632
H -1.282 -1.531 -2.351 0.375
H -0.226 -1.922 -3.530 0.338
O -0.573 3.160 -1.724 -0.555
H -0.221 3.786 -2.253 0.344
H -0.160 2.366 -1.731 0.404
O 1.781 -2.433 -1.974 -0.671
H 1.079 -2.949 -1.572 0.383
H 1.322 -1.580 -1.890 0.221
```

The largest force on an atom is 10.95 eV Å⁻¹. The calculation puts the gap between HOMO and LUMO at 9.46 eV. The net charge is -1.


Across the entries above, DFT total energy takes the values -88188.0231, -126909.5326, -30508.6404 eV, respectively.